1.
Here is a molecular structure, C5H8O2 in a non-equilibrium geometry from the OMol25 dataset. Energies are from wB97M-V/def2-TZVPD.

The geometry in XYZ format:
```
15
Properties=species:S:1:pos:R:3:lowdin_charge:R:1
O 0.5188 0.8704 0.9555 -0.1359
O -1.9858 0.0829 0.0221 -0.0004
C -0.8234 -0.6128 -0.2200 -0.3885
C 0.2602 -0.0884 -0.9980 -0.2652
C 1.2407 -0.9675 -0.1509 -0.0651
C 0.6129 1.2189 -0.4579 -0.1710
C 0.2777 -0.6784 0.8748 -0.1525
H -1.1298 -1.5698 -0.4551 0.1405
H 0.1299 -1.1550 1.8680 0.1648
H -0.1494 0.0436 -1.9971 0.1632
H -0.0734 2.0942 -0.6224 0.1447
H -1.5315 0.8998 0.5393 0.1662
H 2.3165 -0.6870 -0.0803 0.1413
H 1.6258 1.4786 -0.6829 0.1138
H 1.1385 -1.9607 -0.6786 0.1441
```

Summary:
Kohn-Sham gap   10.61 eV
Net charge   0
HOMO energy   -9.68 eV

***

2.
Here is a molecular structure, C5H8O2 in a non-equilibrium geometry from the OMol25 dataset. Energies are from wB97M-V/def2-TZVPD.

The geometry in XYZ format:
```
15
Properties=species:S:1:pos:R:3:lowdin_charge:R:1
O -0.9527 -0.4689 -1.5201 -0.0309
O 0.7064 -0.2624 1.7215 0.0063
C 0.3072 0.1766 0.4391 -0.5602
C -1.6502 -0.5145 -0.2779 -0.1585
C 1.4577 0.6612 -0.3652 -0.0064
C -1.1581 0.7361 0.4604 -0.0222
C -0.2096 -0.9996 -0.4457 -0.1889
H 0.9741 -1.4481 -0.9086 0.1948
H -1.5184 0.8506 1.4846 0.1182
H -1.2970 1.6604 -0.1098 0.1209
H 0.6562 -1.2267 1.7052 0.0996
H 2.3575 0.9295 0.1834 0.0790
H -2.6361 -0.9823 -0.2445 0.1392
H 1.7914 -0.4670 -0.9618 0.1194
H 1.1718 1.3551 -1.1606 0.0897
```

Summary:
Kohn-Sham gap   10.26 eV
Net charge   0
HOMO energy   -9.38 eV

***

3.
Here is C5H8O2 in the gas phase in a non-equilibrium geometry from the OMol25 dataset. Energies are from wB97M-V/def2-TZVPD.

The geometry in XYZ format:
```
15
Properties=species:S:1:pos:R:3:lowdin_charge:R:1
O 0.9062 1.5640 1.1074 0.0324
O -1.7097 1.1924 0.7898 0.0045
C 1.2300 -0.8314 0.5287 -0.0371
C -0.9647 0.4057 0.1264 -0.3888
C -1.6757 -0.5152 -0.7554 -0.0021
C 0.4801 0.4853 0.3468 -0.4614
C 1.4621 0.0052 -0.6893 -0.0488
H 0.1100 1.9246 1.5426 0.1028
H -1.2079 -0.8006 -1.6836 0.0707
H 1.9847 -0.8114 1.3098 0.1158
H 1.0901 -0.3459 -1.6477 0.1026
H -2.1050 -1.3608 -0.2095 0.0845
H 0.6746 -1.7601 0.4296 0.1077
H 2.3785 0.5875 -0.7333 0.1179
H -2.6462 0.3098 -0.4252 0.1994
```

Summary:
Kohn-Sham gap   10.66 eV
Net charge   0
HOMO energy   -9.73 eV
SMILES   CC(=O)C1(O)CC1

***

4.
Here is C5H8O2 in the gas phase in a non-equilibrium geometry from the OMol25 dataset. Energies are from wB97M-V/def2-TZVPD.

The geometry in XYZ format:
```
15
Properties=species:S:1:pos:R:3:lowdin_charge:R:1
O -0.2609 0.6180 1.4545 -0.0787
O 1.4029 1.0025 -1.4059 0.0590
C 0.6952 0.3525 -0.4233 -0.4388
C 1.0527 -0.9912 0.1489 0.0112
C -0.7114 0.7519 -0.0123 -0.1946
C 1.0241 0.2458 1.0139 -0.2168
C -1.8319 -0.2516 -0.0958 -0.0305
H 1.3970 0.4420 -2.1882 0.1076
H -2.8424 0.1427 -0.2277 0.0792
H -0.9639 1.7964 -0.2134 0.1554
H 2.0631 -1.2954 -0.1110 0.1166
H -1.6005 -0.4627 0.9547 0.0885
H 1.8913 0.6099 1.5441 0.1524
H -1.6534 -1.1550 -0.6891 0.0841
H 0.3380 -1.8058 0.2505 0.1053
```

Summary:
Kohn-Sham gap   9.92 eV
Net charge   0
HOMO energy   -9.14 eV
SMILES   C[C@H]1O[C@H]2C[C@]21O